[1]
# C66H74Cl2F5N11O4PRbS

C66H74Cl2F5N11O4PRbS as an isolated structure (ωB97M-V/def2-TZVPD, the OMol25 dataset).

Geometry (Å):
Rb -0.34 -1.43 -0.05
O 2.90 -4.97 -3.90
C 2.47 -4.06 -4.77
C 2.97 -4.10 -6.08
C 2.57 -3.17 -7.02
C 1.67 -2.17 -6.68
C 1.16 -2.13 -5.39
C 1.54 -3.06 -4.42
C 0.91 -2.96 -3.05
O 0.00 -2.11 -2.87
N 1.43 -3.81 -2.19
N 0.78 -4.00 -0.98
C 1.43 -3.83 0.10
C 2.80 -3.30 0.32
C 3.77 -4.18 0.77
C 5.07 -3.78 1.05
C 5.39 -2.44 0.90
C 4.43 -1.53 0.49
C 3.10 -1.90 0.18
O 2.22 -1.02 -0.16
H 2.43 -4.72 -3.02
H 3.68 -4.88 -6.32
H 2.98 -3.22 -8.03
H 1.36 -1.43 -7.41
H 0.46 -1.37 -5.08
H 0.89 -4.16 0.99
H 3.50 -5.22 0.89
H 5.81 -4.50 1.39
H 6.39 -2.09 1.12
H 4.68 -0.47 0.39
N -3.44 -0.99 3.70
C -3.28 -0.54 5.08
C -1.85 -0.04 5.30
C -1.48 1.10 4.35
C -0.01 1.12 3.93
N 0.09 1.47 2.50
H -4.31 -1.48 3.56
H -2.68 -1.62 3.45
H -3.48 -1.33 5.82
H -4.00 0.26 5.27
H -1.18 -0.89 5.14
H -1.74 0.27 6.34
H -1.78 2.06 4.77
H -2.07 0.98 3.43
H 0.44 0.15 4.15
H 0.55 1.88 4.49
H -0.43 0.77 1.97
H 1.06 1.37 2.18
Cl -4.29 -1.03 0.20
C -5.48 0.21 0.26
C -6.81 -0.17 0.07
C -7.80 0.79 0.04
C -7.48 2.14 0.18
C -6.16 2.50 0.36
C -5.13 1.55 0.43
P -3.37 2.07 0.63
C -3.45 3.17 2.10
C -4.51 3.24 3.00
C -4.44 4.05 4.12
C -3.31 4.81 4.37
C -2.23 4.72 3.51
C -2.28 3.88 2.40
C -3.34 3.29 -0.76
C -2.79 4.57 -0.68
C -2.70 5.38 -1.81
C -3.15 4.92 -3.04
C -3.70 3.65 -3.13
C -3.80 2.85 -2.00
H -7.03 -1.22 -0.06
H -8.83 0.49 -0.11
H -8.25 2.89 0.13
H -5.90 3.55 0.45
H -5.40 2.64 2.83
H -5.28 4.08 4.81
H -3.26 5.45 5.24
H -1.31 5.26 3.72
H -1.40 3.74 1.79
H -2.43 4.95 0.27
H -2.26 6.36 -1.72
H -3.06 5.55 -3.92
H -4.05 3.28 -4.08
H -4.23 1.86 -2.09
N -3.10 -2.72 -3.42
C -2.90 -1.53 -4.26
C -3.13 -0.26 -3.46
N -2.21 -0.20 -2.32
H -2.56 -2.55 -2.57
H -2.64 -3.51 -3.85
H -3.61 -1.56 -5.09
H -1.88 -1.50 -4.67
H -4.16 -0.27 -3.08
H -3.03 0.59 -4.14
H -2.14 0.74 -1.94
H -1.28 -0.46 -2.62
S -3.10 -8.42 1.05
C -2.85 -6.66 0.88
C -2.86 -5.85 2.00
C -2.61 -4.49 1.83
N -2.38 -3.94 0.65
C -2.39 -4.72 -0.43
C -2.63 -6.09 -0.36
C -1.40 -8.94 0.91
C -0.97 -9.65 -0.20
C 0.36 -10.05 -0.26
N 1.25 -9.79 0.70
C 0.83 -9.09 1.74
C -0.48 -8.65 1.90
H -3.01 -6.26 2.99
H -2.56 -3.83 2.69
H -2.16 -4.25 -1.37
H -2.60 -6.69 -1.26
H -1.65 -9.88 -1.01
H 0.72 -10.61 -1.12
H 1.57 -8.86 2.50
H -0.77 -8.07 2.77
F -0.66 -2.58 2.85
C 0.08 -2.67 4.10
F 1.40 -2.52 3.64
C -0.02 -4.16 4.38
F -1.30 -4.49 4.71
F 0.32 -5.02 3.38
F 0.75 -4.50 5.43
C 1.25 4.55 1.08
C 2.73 4.89 0.83
C 2.77 5.92 -0.30
C 3.27 5.54 2.11
C 3.56 3.61 0.48
O 3.14 2.52 1.31
C 5.08 3.71 0.73
C 5.98 4.72 0.00
C 6.16 4.50 -1.48
C 5.87 5.49 -2.41
C 6.03 5.29 -3.77
C 6.49 4.06 -4.21
Cl 6.70 3.80 -5.92
C 6.79 3.05 -3.32
C 6.63 3.27 -1.96
C 3.34 3.07 -0.94
N 1.98 2.69 -1.24
C 1.33 1.61 -0.80
N 0.09 1.62 -1.25
C 0.04 2.75 -1.98
N 1.15 3.45 -2.01
H 0.74 5.46 1.38
H 1.12 3.80 1.86
H 0.76 4.18 0.18
H 2.22 6.82 0.01
H 2.29 5.54 -1.21
H 3.78 6.24 -0.56
H 2.61 6.37 2.40
H 4.28 5.95 1.99
H 3.29 4.84 2.95
H 3.20 2.78 2.24
H 5.46 2.71 0.53
H 5.22 3.86 1.80
H 6.96 4.65 0.47
H 5.64 5.75 0.17
H 5.50 6.45 -2.06
H 5.79 6.07 -4.48
H 7.14 2.09 -3.68
H 6.85 2.47 -1.27
H 3.95 2.17 -1.03
H 3.65 3.78 -1.70
H 1.81 0.80 -0.24
H -0.84 3.08 -2.52

## Properties
LUMO energy: 0.1208 Eh
Strongest force on any atom: 0.9 eV/A
E: -153638.8286 eV
Charge: -2
Spin multiplicity: 1
E_HOMO: -1.99 eV
Energy relative to the best compared isomer or geometry (same formula, charge and spin): 53.69 kJ/mol
Gap between HOMO and LUMO: 5.27 eV

---

[2]
# C4H10O2

One molecule with the formula C4H10O2 in a non-equilibrium geometry (ωB97M-V/def2-TZVPD, the OMol25 dataset).

Geometry (Å):
C -2.01 0.19 0.44
C -0.49 0.15 0.54
O -0.06 -0.97 1.32
C 0.14 0.03 -0.84
C 2.16 0.76 -0.38
O 1.49 -0.66 -0.74
H -2.45 0.19 1.45
H -2.36 1.09 -0.08
H -2.40 -0.68 -0.10
H -0.11 1.03 1.07
H -0.60 -1.73 1.05
H 0.14 1.00 -1.35
H -0.38 -0.70 -1.45
H 2.93 0.51 0.34
H 2.61 0.94 -1.36
H 1.41 -1.16 0.11

## Properties
LUMO energy: 0.0231 Eh
Strongest force on any atom: 2.1 eV/A
E: -8400.2953 eV
Charge: 0
Spin multiplicity: 1
E_HOMO: -6.74 eV
Energy relative to the best compared isomer or geometry (same formula, charge and spin): 506.71 kJ/mol
Gap between HOMO and LUMO: 7.37 eV